A structure of composition C12H30ClIN3O3P2Sm. Source: the Open Molecules 2025 dataset; level of theory: wB97M-V/def2-TZVPD.

```
53
C12H30ClIN3O3P2Sm, DFT wB97M-V/def2-TZVPD
C -3.4550 2.4331 -6.7680
C -3.3292 1.3007 -5.8018
H -4.2820 2.2030 -7.4589
H -2.5123 2.5530 -7.3201
H -3.6557 3.3614 -6.2174
O -3.9167 0.2681 -5.7158
I -1.6106 1.5706 -4.0850
Sm -0.5483 0.3352 -1.4431
P 1.7679 -1.3084 -2.3180
C 2.1554 -3.0917 -2.3418
C 1.4491 -1.0488 -4.0966
H 3.4817 0.4090 -2.2975
H 4.0675 -1.1272 -3.0267
H 3.9384 -0.9794 -1.2493
C 3.4849 -0.6837 -2.2060
H 1.3328 0.0225 -4.2950
H 2.3185 -1.4437 -4.6378
H 2.9088 -3.2826 -3.1255
H 1.2520 -3.6805 -2.5632
H 0.5433 -1.5876 -4.3982
H 2.5716 -3.4000 -1.3682
C -0.1613 -2.0740 -0.5568
O 0.0021 -3.0220 0.0973
Cl 1.2486 2.0810 -1.5792
C -2.5853 -1.2245 2.2664
N -1.2032 -1.0362 2.7475
C -0.8285 -1.9044 3.8640
P -0.3732 0.2942 2.2572
O -0.6807 0.5399 0.7799
N -0.8577 1.5818 3.1489
C -0.3287 2.9119 2.8291
C -2.1224 1.6037 3.8805
N 1.2673 0.0666 2.4263
C 2.1823 0.7022 1.4654
C 1.8898 -0.0432 3.7472
H -2.7617 -2.2969 2.1183
H -2.7406 -0.7147 1.3071
H -3.3309 -0.8466 2.9854
H 0.1929 -2.2843 3.7476
H -0.9193 -1.3991 4.8390
H -1.5053 -2.7677 3.8713
H -0.7659 3.3399 1.9066
H -0.5813 3.5539 3.6834
H 0.7688 2.8911 2.7420
H -3.0033 1.6921 3.2152
H -2.2063 0.7041 4.5069
H -2.0746 2.4735 4.5472
H 2.3114 1.7814 1.6517
H 3.1634 0.2176 1.5387
H 1.8211 0.5799 0.4370
H 1.9210 0.9259 4.2640
H 1.3766 -0.7646 4.3851
H 2.9222 -0.3850 3.6137
```

## Properties
M = 639.06 g/mol
2S+1 = 6
energy = -80637.7609 eV
HOMO-LUMO gap (spin up / spin down) = 6.91 / 7.66 eV
net charge = +2
LUMO level (spin up / spin down) = -7.622 / -6.874 eV